No. 1
Molecular formula: C3H3NS2
Method: DFT, wB97M-V/def2-TZVPD

Structure (XYZ):
```
9
Properties=species:S:1:pos:R:3:forces:R:3:nbo_charge:R:1
C -1.223 0.738 -0.019 0.9 3.2 1.4 -0.124
C 0.108 0.498 -0.063 1.4 -0.7 -1.5 -0.224
C 1.137 -1.586 0.697 -0.4 2.5 0.1 -0.526
N -1.973 -0.350 -0.256 -2.4 -1.1 -0.5 -0.552
S -3.564 -0.527 -0.141 1.7 0.8 0.0 0.295
S 0.513 -1.147 -0.722 0.3 0.1 0.9 0.513
H -1.548 1.798 0.309 -0.1 -1.9 -0.4 0.202
H 1.109 1.013 0.106 -2.2 0.0 0.1 0.264
H 1.455 -2.554 0.782 0.8 -2.8 -0.2 0.152
```
Forces are in eV/Å.

Results
Max |F| = 3.6 eV/A
Orbital gap (alpha / beta) = 6.49 / 6.41 eV
Highest occupied orbital energy (alpha / beta) = -8.4 / -8.3 eV
Energy relative to the best compared isomer or geometry (same formula, charge and spin) = 121.2 kcal/mol


No. 2
Molecular formula: C3H3NdO2
Method: DFT, wB97M-V/def2-TZVPD

Structure (XYZ):
```
9
Properties=species:S:1:pos:R:3:forces:R:3:lowdin_spin:R:1
H -1.474 1.638 -2.440 0.7 0.0 -0.1 -0.001
O 0.890 0.517 1.322 0.0 0.4 -0.3 0.009
O 0.821 -2.352 -0.633 0.0 1.0 -0.1 0.004
C 0.155 -0.557 0.767 0.0 -0.3 -0.3 0.002
C -0.356 0.835 0.561 0.3 0.1 -0.5 0.001
C 0.774 -1.119 -0.507 -0.2 -0.5 -0.1 0.008
H -0.274 -1.252 1.511 0.1 0.2 -0.3 0.001
H -1.174 1.062 1.265 0.3 0.1 -0.2 -0.001
Nd 0.638 1.228 -1.846 -1.3 -0.9 1.7 3.976
```
Forces are in eV/Å.

Results
Net charge = -1
Max |F| = 2.3 eV/A
Orbital gap (alpha / beta) = 4.97 / 6.26 eV
Highest occupied orbital energy (alpha / beta) = -1.7 / -3.2 eV
2S+1 = 5


No. 3
Molecular formula: C3H3O2
Method: DFT, wB97M-V/def2-TZVPD

Structure (XYZ):
```
8
Properties=species:S:1:pos:R:3:forces:R:3:lowdin_spin:R:1
C 0.922 0.020 0.430 2.6 0.8 4.4 0.337
C 0.544 -0.217 -0.836 -3.7 0.0 0.0 0.343
C -1.201 0.165 0.351 -6.3 0.7 0.6 0.700
O -0.157 0.284 1.140 3.6 0.5 3.8 0.282
O -0.790 -0.172 -0.853 2.0 -1.3 -5.4 0.299
H 1.955 0.023 0.965 -2.1 0.0 -1.1 0.004
H 1.043 -0.388 -1.690 1.7 -0.7 -2.9 0.013
H -2.316 0.285 0.493 2.0 0.0 0.5 0.023
```
Forces are in eV/Å.

Results
Net charge = +1
Max |F| = 6.3 eV/A
Orbital gap (alpha / beta) = 7.55 / 10.25 eV
Highest occupied orbital energy (alpha / beta) = -12.6 / -19.9 eV
2S+1 = 3
Energy relative to the best compared isomer or geometry (same formula, charge and spin) = 0.0 kcal/mol


No. 4
Molecular formula: C3H3O2P
Method: DFT, wB97M-V/def2-TZVPD

Structure (XYZ):
```
9
Properties=species:S:1:pos:R:3:forces:R:3:nbo_charge:R:1
C -1.622 -0.722 0.129 -1.8 1.8 -0.6 -0.499
C -0.512 -1.177 0.026 5.8 -5.5 2.7 -0.247
C 1.437 0.384 -0.432 3.0 -3.3 1.8 0.317
O -2.455 1.636 1.021 -0.3 0.6 0.8 -0.986
O 0.773 1.319 -0.179 -0.4 1.6 -0.1 -0.517
P -1.870 1.084 -0.189 -0.4 -0.7 -0.6 1.412
H 2.245 -0.126 0.309 -1.2 1.6 -0.7 0.082
H 1.416 -0.343 -1.248 -0.7 0.7 -1.1 0.130
H 0.588 -2.055 0.564 -3.9 3.3 -2.2 0.307
```
Forces are in eV/Å.

Results
Max |F| = 8.4 eV/A
Orbital gap = 8.90 eV
Highest occupied orbital energy = -9.7 eV
Energy relative to the best compared isomer or geometry (same formula, charge and spin) = 126.3 kcal/mol


No. 5
Molecular formula: C3H3O2P
Method: DFT, wB97M-V/def2-TZVPD

Structure (XYZ):
```
9
Properties=species:S:1:pos:R:3:forces:R:3:nbo_charge:R:1
C -0.564 0.807 -0.701 -0.8 0.3 3.2 -0.418
C 0.112 0.341 -1.651 0.0 0.3 0.1 -0.076
C -0.362 0.666 0.879 -1.2 1.9 -1.2 0.796
O -0.892 1.372 1.695 0.2 0.2 -0.9 -0.548
O 0.213 -0.415 1.195 1.9 -3.5 1.7 -0.761
P 1.474 -1.458 0.936 -0.6 -0.4 -0.8 0.625
H -1.537 1.224 -0.616 -1.1 0.8 -1.2 0.246
H 0.864 0.145 -2.318 1.2 -0.7 -1.2 0.215
H 0.692 -2.681 0.581 0.4 1.2 0.3 -0.079
```
Forces are in eV/Å.

Results
Max |F| = 4.3 eV/A
Orbital gap (alpha / beta) = 7.30 / 8.32 eV
Highest occupied orbital energy (alpha / beta) = -8.6 / -8.8 eV
Energy relative to the best compared isomer or geometry (same formula, charge and spin) = 100.2 kcal/mol


No. 6
Molecular formula: C3H3O2Ru
Method: DFT, wB97M-V/def2-TZVPD

Structure (XYZ):
```
9
Properties=species:S:1:pos:R:3:forces:R:3:lowdin_spin:R:1
C -0.744 -0.578 0.172 -0.5 -1.6 -2.0 0.500
C -1.204 0.722 0.101 -1.0 0.8 0.7 0.264
H -1.924 1.019 -0.664 -0.2 0.1 0.0 0.030
H -1.312 -1.481 -0.043 -0.3 0.0 0.3 0.027
H -0.970 1.427 0.902 0.2 0.3 -0.3 0.024
O 1.574 -1.350 0.205 -2.7 -1.8 -1.1 0.214
C 0.664 -0.531 -0.149 0.9 0.8 4.0 0.142
O 1.043 0.724 -0.286 -2.6 0.0 -1.3 0.191
Ru 2.872 0.046 -0.238 6.4 1.5 -0.5 3.609
```
Forces are in eV/Å.

Results
Net charge = +2
Max |F| = 6.6 eV/A
Orbital gap (alpha / beta) = 7.31 / 6.77 eV
Highest occupied orbital energy (alpha / beta) = -19.3 / -20.0 eV
2S+1 = 6
Energy relative to the best compared isomer or geometry (same formula, charge and spin) = 11.6 kcal/mol


No. 7
Molecular formula: C3H3O2S
Method: DFT, wB97M-V/def2-TZVPD

Structure (XYZ):
```
9
Properties=species:S:1:pos:R:3:forces:R:3:nbo_charge:R:1
C -0.030 0.404 -0.030 0.4 -1.9 1.3 0.778
C -2.220 0.073 0.668 0.3 -0.2 1.2 -0.184
C 1.416 -0.101 -0.046 -0.7 0.9 -1.3 -0.709
O -0.727 -0.532 0.590 -1.0 0.8 -0.5 -0.626
O -0.522 1.408 -0.460 0.7 1.4 -0.9 -0.622
S -3.104 -0.520 -0.539 -0.4 -0.5 -0.6 -0.277
H 1.320 -1.041 -0.565 0.4 -0.5 0.0 0.226
H 2.112 0.539 -0.562 0.1 0.4 -0.4 0.196
H 1.757 -0.228 0.945 0.3 -0.4 1.1 0.217
```
Forces are in eV/Å.

Results
Net charge = -1
Max |F| = 2.3 eV/A
Orbital gap = 6.53 eV
Highest occupied orbital energy = -2.6 eV
Energy relative to the best compared isomer or geometry (same formula, charge and spin) = 50.6 kcal/mol


No. 8
Molecular formula: C3H3O2S
Method: DFT, wB97M-V/def2-TZVPD

Structure (XYZ):
```
9
Properties=species:S:1:pos:R:3:forces:R:3:nbo_charge:R:1
C -0.499 -0.207 -0.484 1.8 0.9 -1.9 -0.297
C 0.565 -0.199 -1.154 -1.4 0.0 1.9 -0.399
C -1.846 0.016 0.068 -1.0 -0.2 -3.9 -0.650
O 2.738 -1.073 0.724 0.1 -1.7 0.7 -0.940
O 2.864 1.309 0.533 0.0 -1.2 -1.4 -0.952
S 2.867 0.012 -0.190 -0.8 2.6 0.4 1.649
H -2.077 1.012 0.407 0.2 0.6 -0.1 0.201
H -2.674 -0.276 -0.789 1.8 0.6 2.2 0.185
H -1.937 -0.594 0.885 -0.8 -1.8 2.1 0.203
```
Forces are in eV/Å.

Results
Net charge = -1
Max |F| = 4.0 eV/A
Orbital gap = 7.95 eV
Highest occupied orbital energy = -4.1 eV
Energy relative to the best compared isomer or geometry (same formula, charge and spin) = 82.0 kcal/mol


No. 9
Molecular formula: C3H3O2Yb
Method: DFT, wB97M-V/def2-TZVPD

Structure (XYZ):
```
9
Properties=species:S:1:pos:R:3:forces:R:3:lowdin_spin:R:1
O -1.653 -0.587 -0.296 0.2 -0.1 -0.6 0.085
Yb -2.185 -2.342 -1.995 0.8 0.8 0.9 0.846
O 1.319 0.701 -1.391 -0.8 0.8 0.4 0.011
C 0.476 0.413 -0.562 1.6 -1.8 1.4 0.006
C -0.490 -0.689 -0.774 -2.1 -0.9 -1.4 0.051
C 0.607 0.579 0.969 0.6 1.3 -0.1 0.001
H -0.228 1.203 1.326 0.2 -0.3 0.0 0.000
H 1.554 1.086 1.190 -0.2 0.0 0.0 0.000
H 0.600 -0.366 1.532 -0.2 0.2 -0.5 0.000
```
Forces are in eV/Å.

Results
Max |F| = 2.8 eV/A
Orbital gap (alpha / beta) = 5.95 / 6.67 eV
Highest occupied orbital energy (alpha / beta) = -6.0 / -7.4 eV
2S+1 = 2
Energy relative to the best compared isomer or geometry (same formula, charge and spin) = 23.8 kcal/mol


No. 10
Molecular formula: C3H3O3S
Method: DFT, wB97M-V/def2-TZVPD

Structure (XYZ):
```
10
Properties=species:S:1:pos:R:3:forces:R:3:nbo_charge:R:1
C -1.133 -0.936 0.060 -1.9 2.8 -0.5 -0.072
C -0.205 -0.015 -0.058 1.2 0.8 0.0 -0.605
C 2.551 -0.129 -0.001 -0.9 -0.8 0.1 1.059
O 2.665 -1.178 -0.423 0.3 -3.1 -1.6 -0.556
O 2.710 0.872 0.506 0.3 3.8 1.5 -0.564
O -2.568 -0.744 0.070 -0.4 0.5 -0.6 -0.788
S -0.722 1.733 -0.240 1.9 0.0 1.3 -0.229
H -0.959 -1.947 0.077 0.5 -2.3 0.3 0.155
H -2.831 0.103 -0.372 0.8 -1.1 0.7 0.462
H 0.491 2.240 0.381 -1.9 -0.6 -1.1 0.138
```
Forces are in eV/Å.

Results
Net charge = -1
Max |F| = 4.1 eV/A
Orbital gap = 6.33 eV
Highest occupied orbital energy = -2.7 eV
Energy relative to the best compared isomer or geometry (same formula, charge and spin) = 44.6 kcal/mol